This record from the OMol25 dataset describes the ion C5H8NO with charge +1 in a non-equilibrium geometry. The level of theory is the ωB97M-V functional and the def2-TZVPD basis.

Its total charge is +1. Its HOMO energy is -0.5468 Ha. Its largest force on an atom is 3.4 eV/A. As for the energy above the lowest of the compared OMol25 structures with the same formula, charge and spin: 57.68 kcal/mol. Its structure (SMILES) is C/C=C/[N+](C)=C=O.

The geometry in XYZ format:
```
15
Properties=species:S:1:pos:R:3:mulliken_charge:R:1
C 0.32 0.48 -0.17 -0.31
C -1.32 -0.64 0.36 0.59
C 0.81 -0.78 -0.35 -0.05
C 1.69 -1.30 -1.42 -1.07
C -1.21 1.70 1.56 -0.78
N -0.82 0.45 0.73 0.12
O -2.02 -1.44 -0.01 -0.20
H 0.30 1.14 -1.02 0.33
H 0.64 -1.45 0.50 0.42
H 2.75 -1.17 -1.38 0.32
H 1.28 -0.68 -2.32 0.28
H 1.50 -2.36 -1.41 0.33
H -1.01 2.52 0.84 0.34
H -0.63 1.74 2.52 0.30
H -2.28 1.79 1.56 0.39
```